Entry 1:
A 8-piece molecular cluster, C4H22BF4O7 overall, computed with ωB97M-V/def2-TZVPD.

Geometry (Å):
1 B 0.1435 1.0984 0.8054
2 F 0.8636 0.5641 -0.1983
3 F -1.1766 0.7849 0.7905
4 F 0.6880 0.5844 1.9297
5 F 0.3364 2.4665 0.7573
6 C -1.5085 -1.9958 -3.2715
7 O -1.4706 -2.2471 -1.9031
8 H -1.3710 -0.9248 -3.4202
9 H -0.6999 -2.6225 -3.6477
10 H -2.4662 -2.2211 -3.7408
11 H -1.2976 -1.4062 -1.4735
12 C 1.7534 2.1215 -4.2102
13 O 2.6781 2.3522 -3.1498
14 H 1.6725 1.0421 -4.3391
15 H 0.7476 2.4997 -4.0273
16 H 2.1582 2.5613 -5.1217
17 H 2.2506 2.0850 -2.3328
18 C -1.8810 -2.9600 3.0954
19 O -1.2652 -1.8997 3.8237
20 H -2.2626 -2.5673 2.1529
21 H -1.0950 -3.6336 2.7538
22 H -2.6057 -3.5181 3.6882
23 H -0.6623 -1.4137 3.2563
24 C 3.8589 -3.0258 0.3490
25 O 2.8829 -3.3207 -0.6317
26 H 4.8213 -2.9174 -0.1511
27 H 3.5309 -2.0976 0.8169
28 H 4.0477 -3.7703 1.1223
29 H 2.0265 -2.9177 -0.4713
30 O -3.9709 1.2019 3.5493
31 H -3.5930 1.5352 2.7354
32 H -3.3555 0.5297 3.8420
33 O 1.6901 4.2185 3.6580
34 H 1.4522 3.4081 3.2077
35 H 1.4656 4.9124 3.0380
36 O -2.8407 4.2182 -1.1209
37 H -2.0585 3.7376 -0.8503
38 H -3.4869 3.5379 -1.3103

As for the charge: -1. The value obtained for the frontier orbital gap is 10.50 eV. As for the HOMO energy: -7.79 eV.

***

Entry 2:
C27H23CrO9S5 as an isolated structure, computed with ωB97M-V/def2-TZVPD.

Geometry (Å):
1 Cr 0.2123 1.6499 1.5165
2 O 3.9077 2.0139 1.5193
3 S 3.3897 0.9662 0.7053
4 O 4.1578 -0.2386 0.5213
5 O 1.9601 0.6165 1.0635
6 C 3.1105 1.5985 -0.9467
7 C 3.6451 0.8057 -1.9995
8 C 3.2972 1.1348 -3.3130
9 C 2.5182 2.2767 -3.5612
10 C 2.1183 3.1324 -2.5402
11 C 2.3642 2.7854 -1.2150
12 S 1.8316 4.0457 -0.0334
13 O 0.7774 4.7428 -0.7477
14 O 3.0133 4.8474 0.2682
15 O 1.3145 3.3332 1.1755
16 H 4.1865 -0.0758 -1.6602
17 H 3.5986 0.4836 -4.1564
18 H 2.1905 2.4961 -4.6408
19 H 1.4756 3.9504 -2.7113
20 S 0.4254 1.3343 3.8690
21 C -1.3207 0.8902 3.9770
22 C -1.7387 -0.0567 4.9373
23 C -3.0889 -0.3349 5.1238
24 C -3.9951 0.3450 4.3336
25 C -3.6257 1.1687 3.3100
26 C -2.2687 1.5799 3.1983
27 S -1.7566 2.7425 2.0243
28 H -0.9468 -0.5657 5.4788
29 H -3.3818 -1.0908 5.8798
30 H -5.0517 0.0650 4.4764
31 H -4.3954 1.6160 2.7473
32 C -1.4898 1.9802 -2.5029
33 C -1.3371 1.4231 -1.1144
34 O -0.4016 1.8966 -0.4430
35 C -2.1069 0.2946 -0.6467
36 C -3.1828 -0.2322 -1.3816
37 C -3.7943 -1.4133 -1.0351
38 C -3.3855 -2.0943 0.0675
39 C -2.2834 -1.6561 0.8187
40 C -1.6720 -0.4319 0.5471
41 O -0.7269 -0.1486 1.4126
42 H -1.2453 3.0251 -2.6443
43 H -2.5227 1.8251 -2.8141
44 H -0.8630 1.4925 -3.2068
45 H -3.4858 0.2388 -2.2953
46 H -4.6921 -1.7210 -1.5520
47 H -3.8363 -3.0543 0.1585
48 H -1.8682 -2.2682 1.5896
49 C 2.3257 -2.4746 1.5782
50 S 1.1952 -3.7726 1.0760
51 O 1.7518 -5.1555 0.9872
52 C 1.1128 -3.1458 -0.5518
53 C 0.9516 -1.7550 -0.8311
54 C 0.7425 -1.3481 -2.1101
55 C 0.4591 -2.3151 -3.1053
56 C 0.5400 -3.6751 -2.8081
57 C 0.8860 -4.0918 -1.5388
58 H 3.1621 -2.3703 0.9026
59 H 2.7378 -2.7722 2.5442
60 H 1.6845 -1.6163 1.7341
61 H 1.0842 -1.0233 -0.0193
62 H 0.8017 -0.2988 -2.3670
63 H 0.1126 -2.0123 -4.1005
64 H 0.2915 -4.4651 -3.5842
65 H 1.1303 -5.1225 -1.3636

As for the charge: -2. As for the expectation value of S²: 3.81. The value obtained for the frontier orbital gap (spin up / spin down) is 6.05 / 6.25 eV. As for the HOMO energy (spin up / spin down): -1.77 / -1.97 eV. Its multiplicity is 4.

***

Entry 3:
C30H27Br3Cl3InN6O2SSi as an isolated structure, computed with ωB97M-V/def2-TZVPD.

Geometry (Å):
1 In 0.1936 -0.3999 0.1968
2 O -2.8376 -3.4190 1.9819
3 C -3.9927 -2.7300 1.8045
4 C -5.2164 -3.3221 2.1217
5 C -6.4074 -2.6328 1.9844
6 C -6.3923 -1.3287 1.5153
7 C -5.1788 -0.7553 1.1747
8 C -3.9649 -1.4226 1.3123
9 C -2.7175 -0.6882 0.8389
10 O -1.5833 -1.3913 0.7335
11 N -2.5069 0.4718 1.7782
12 N -1.3320 1.0639 1.7358
13 C -1.1712 2.2754 2.1264
14 C 0.1354 2.8898 2.1900
15 Br 1.5889 1.6314 2.1214
16 C 0.4745 4.1741 2.3323
17 C -0.3794 5.3635 2.3969
18 C 0.1346 6.4813 3.0643
19 C -0.6098 7.6396 3.1976
20 C -1.8826 7.7136 2.6469
21 C -2.3929 6.6273 1.9524
22 C -1.6500 5.4645 1.8257
23 H -3.0451 -4.3017 2.3046
24 H -5.2235 -4.3446 2.4859
25 H -7.3424 -3.1159 2.2360
26 H -7.3141 -0.7741 1.4028
27 H -5.1767 0.2504 0.7638
28 H -3.0115 -0.2261 -0.1243
29 H -3.3179 1.0434 1.9915
30 H -2.0218 2.8708 2.4541
31 H 1.5322 4.3785 2.4499
32 H 1.1279 6.4262 3.4935
33 H -0.1962 8.4884 3.7262
34 H -2.4646 8.6205 2.7455
35 H -3.3717 6.6932 1.4951
36 H -2.0458 4.6493 1.2351
37 S -1.0598 0.9603 -1.4933
38 C 0.0737 2.3117 -1.4736
39 N -0.2937 3.5566 -1.4675
40 N -1.5734 3.8174 -1.3776
41 C -2.0604 5.1139 -1.2207
42 C -1.2181 6.2220 -1.2411
43 C -1.7550 7.4850 -1.0558
44 C -3.1177 7.6574 -0.8533
45 C -3.9524 6.5481 -0.8408
46 C -3.4303 5.2793 -1.0225
47 N 1.4385 2.1627 -1.4394
48 N 1.8941 1.0574 -1.0921
49 C 3.3033 0.9406 -1.1974
50 C 3.9240 -0.0996 -0.5205
51 C 5.2937 -0.2765 -0.6171
52 C 6.0490 0.5746 -1.4080
53 C 5.4276 1.6089 -2.1000
54 C 4.0618 1.7964 -1.9991
55 H -2.2200 3.0332 -1.3239
56 H -0.1588 6.0760 -1.3977
57 H -1.1015 8.3476 -1.0691
58 H -3.5261 8.6478 -0.7039
59 H -5.0166 6.6731 -0.6887
60 H -4.0778 4.4094 -1.0157
61 H 3.3298 -0.7571 0.0938
62 H 5.7623 -1.0854 -0.0718
63 H 7.1174 0.4293 -1.4989
64 H 6.0112 2.2695 -2.7276
65 H 3.5620 2.5886 -2.5381
66 Br -1.7133 -3.0864 -2.3295
67 C 0.0666 -3.3894 -2.9910
68 Br 1.2210 -1.8617 -2.7229
69 H 0.0172 -3.5730 -4.0554
70 H 0.4935 -4.2214 -2.4467
71 Cl 2.2409 -3.6724 0.2468
72 Si 1.4577 -2.2565 1.5185
73 Cl 3.0308 -1.5646 2.6679
74 Cl 0.2736 -3.2371 2.8257

The value obtained for the frontier orbital gap is 6.72 eV. As for the HOMO energy: -7.63 eV.

***

The records above give, respectively, maximum force values of 3.34 2.75 1.07 eV/Å.
The records above give, respectively, relative energy (zero: lowest compared OMol25 entry of this formula, charge and spin) values of 126.5 87.5 80.5 kJ/mol.
The records above give, respectively, electronic energy values of -1116.835196 -4755.435165 -11618.941199 Ha.